Record 1
ORCA calculation (ωB97M-V/def2-TZVPD) on a 6-piece molecular cluster, C33H83N5O11 overall in a non-equilibrium geometry.

Geometry as XYZ:
```
132
Properties=species:S:1:pos:R:3:forces:R:3
C -7.228320 -6.702665 -5.007839 -0.416 0.183 0.226
O -6.501660 -5.872785 -4.139069 0.391 0.966 0.195
C -5.549920 -5.013185 -4.825329 -0.605 -0.269 0.941
C -4.787070 -4.142795 -3.777599 -0.122 -1.319 -1.464
N -3.789660 -3.301635 -4.473559 -0.508 -0.335 0.102
C -3.102190 -2.429695 -3.559969 0.712 1.863 1.096
C -3.927930 -1.325045 -2.832879 0.368 -1.552 0.252
O -4.344750 -1.984955 -1.619939 -0.468 1.141 0.255
C -5.132850 -1.219645 -0.677609 -0.044 -1.189 -1.115
H -8.079070 -6.170065 -5.432859 0.098 0.281 -0.514
H -7.708330 -7.501465 -4.442499 0.424 -0.132 0.236
H -6.587880 -7.123185 -5.783149 -0.035 -0.099 -0.184
H -6.011560 -4.351895 -5.558599 -0.301 -0.115 -0.158
H -4.922310 -5.755685 -5.318169 0.692 0.510 -0.366
H -4.268100 -4.920285 -3.216989 -0.104 0.358 1.035
H -5.478210 -3.531935 -3.196839 0.155 -0.271 0.049
H -3.054430 -3.957565 -4.695569 0.031 -0.137 -0.781
H -2.270620 -1.898525 -4.023059 -0.143 -0.041 -0.822
H -2.566250 -2.990935 -2.794539 -0.237 -0.171 0.588
H -4.718470 -0.955435 -3.485979 -0.619 -0.302 0.132
H -3.332290 -0.438735 -2.614299 0.387 -0.075 0.237
H -5.352660 -1.920365 0.127861 0.321 0.200 0.217
H -6.104610 -1.017905 -1.128249 -0.069 0.501 -0.079
H -4.645520 -0.310735 -0.324759 0.110 0.009 -0.042
C -0.899920 8.012235 -6.636089 -0.366 -0.241 1.642
O -0.948470 7.411245 -5.252649 0.362 0.671 -1.935
C -1.539930 6.092205 -5.210149 1.046 0.677 -1.223
C -1.118720 5.411465 -3.921519 -1.071 0.960 0.188
N -1.538400 4.019655 -3.834209 0.551 0.202 -0.269
C -1.377620 3.531405 -2.475739 0.276 -0.787 0.054
C 0.008250 3.754755 -1.819069 -1.294 1.127 1.106
O -0.058440 5.028385 -1.071379 0.416 -1.961 -0.606
C 1.253430 5.336765 -0.653049 -0.156 0.737 -0.024
H -1.787600 8.606305 -6.853369 -0.653 -0.625 0.097
H -0.716620 7.265815 -7.408979 -0.097 -0.140 0.167
H -0.158030 8.805375 -6.728929 0.651 -0.482 0.688
H -1.100980 5.511335 -6.021339 -0.047 -0.194 -0.405
H -2.599940 6.208155 -5.436029 -0.252 -0.429 0.554
H -1.617200 5.967475 -3.127489 0.247 -0.080 0.345
H -0.040360 5.519165 -3.804739 0.115 0.276 0.014
H -0.864720 3.500385 -4.378839 -0.101 -0.260 -0.475
H -1.559100 2.456895 -2.500149 0.063 -0.191 -0.081
H -2.229440 3.922285 -1.919229 0.478 0.303 0.582
H 0.858460 3.688445 -2.497929 -0.118 0.782 -0.765
H 0.312780 2.961235 -1.136649 -0.605 -0.215 0.586
H 1.795960 4.477055 -0.259759 0.117 -0.236 -0.202
H 1.229510 6.066135 0.156611 -0.216 0.128 -0.093
H 1.734990 5.794515 -1.517139 0.681 -0.091 0.103
C 3.284940 1.618555 -1.520229 -0.585 -0.481 0.506
O 3.757980 1.888275 -0.225659 -0.368 0.759 0.383
C 4.850070 2.801125 -0.176599 0.289 -0.772 -0.225
C 5.135270 3.145715 1.282621 -1.461 0.612 -1.342
N 4.119790 4.225015 1.636191 2.576 -0.980 0.657
C 4.455030 4.838585 2.932131 -1.930 -0.427 0.287
C 3.981450 4.086125 4.224991 1.229 -0.333 -1.362
O 4.800070 2.891185 4.385491 -0.924 1.434 0.477
C 4.474550 2.318775 5.636111 1.135 -0.025 -0.129
H 2.663220 2.415915 -1.927379 0.460 0.545 -0.191
H 2.568140 0.808375 -1.386449 0.272 -0.415 -0.231
H 4.124740 1.346985 -2.159809 -0.152 -0.031 -0.350
H 4.648670 3.684455 -0.782619 -0.158 0.248 0.144
H 5.654570 2.256115 -0.670409 0.651 0.125 0.110
H 6.165900 3.488165 1.375501 -0.182 0.516 0.060
H 5.098260 2.206815 1.835071 -0.338 0.066 0.449
H 3.190260 3.831055 1.665711 -0.055 -0.317 0.133
H 3.908560 5.781705 2.930321 0.050 0.314 0.243
H 5.515700 5.085705 2.977011 -0.008 -0.236 0.082
H 2.946340 3.745025 4.242091 -0.209 0.153 -0.662
H 4.023530 4.815325 5.034071 0.702 -0.173 0.563
H 5.077390 1.412915 5.700161 -0.547 -0.348 0.047
H 3.398060 2.188155 5.746621 -0.062 -0.386 0.046
H 4.839190 2.946215 6.449411 -0.139 0.315 0.186
C 0.547890 4.191295 2.542771 0.260 -0.537 0.176
O 1.437980 3.071895 2.496801 -0.451 -0.118 0.242
C 0.846240 1.817805 2.831961 0.851 -0.935 -0.311
C 1.975590 0.771335 3.111331 -0.065 1.852 -0.250
N 2.770580 0.420885 1.940931 -0.911 -1.369 0.669
C 3.869100 -0.474545 2.330991 -0.987 0.284 -0.224
C 4.700800 -0.924835 1.191851 1.004 0.315 -1.115
O 5.574230 -1.896665 1.692561 0.851 -0.210 1.636
C 6.137420 -2.736545 0.741121 -0.584 -0.097 -1.083
H 1.161880 5.087935 2.458061 -0.055 -0.055 -0.212
H 0.031420 4.241475 3.501331 -0.065 -0.105 0.197
H -0.201510 4.141575 1.752831 0.030 0.093 -0.198
H 0.218750 1.450625 2.019841 -0.095 0.072 -0.397
H 0.187050 1.877155 3.698011 0.121 0.298 0.346
H 1.564780 -0.095425 3.629091 -0.134 -0.249 -0.326
H 2.646010 1.255675 3.821311 0.038 0.123 0.487
H 2.958360 1.176635 1.297751 0.508 0.172 0.236
H 3.428790 -1.386375 2.734451 -0.167 0.022 0.333
H 4.546110 -0.064175 3.080231 -0.040 0.284 0.312
H 5.293590 -0.094305 0.808561 0.139 0.308 -0.188
H 4.144500 -1.290845 0.328911 -0.477 -0.261 0.056
H 6.689930 -2.186405 -0.020559 -0.162 0.281 -0.366
H 5.265190 -3.237425 0.321081 0.333 -0.526 -0.777
H 6.860560 -3.480695 1.074911 -0.323 0.175 0.929
C 1.101530 -5.649885 0.896601 -0.420 -1.363 0.883
O 0.341010 -5.689535 2.157561 0.497 0.007 -1.815
C -0.537380 -6.832185 2.179131 -0.006 0.690 1.218
C -1.622830 -6.551765 3.242011 0.477 -0.448 -0.403
N -2.282450 -5.341585 2.850251 -0.619 0.078 -0.173
C -3.196630 -4.841635 3.866201 0.425 1.836 -1.477
C -3.571730 -3.366965 3.443011 1.029 -0.352 0.767
O -2.364320 -2.571485 3.592821 -0.601 0.037 0.183
C -2.486400 -1.168025 3.338371 0.282 -0.791 -0.201
H 1.714140 -6.546265 0.800091 0.335 -0.260 0.473
H 1.788300 -4.807725 0.811691 -0.585 0.167 0.331
H 0.443790 -5.781665 0.037461 -0.341 0.758 -0.029
H 0.078570 -7.695345 2.431471 -0.206 -0.344 -0.134
H -1.082070 -6.956885 1.243251 0.286 -0.015 -0.300
H -1.239790 -6.487335 4.260451 0.630 0.087 0.248
H -2.339280 -7.370995 3.302401 -0.075 -0.218 -0.387
H -1.553150 -4.649025 2.757611 0.109 0.246 -0.203
H -2.624330 -4.797975 4.792841 -0.516 0.128 0.658
H -4.101210 -5.444825 3.943631 0.079 -0.076 0.073
H -4.369420 -3.022605 4.101191 -0.009 0.348 0.163
H -3.900960 -3.260915 2.409341 -0.125 -0.461 -0.143
H -3.329360 -0.721735 3.865941 -0.011 0.034 0.118
H -2.549850 -0.941415 2.274081 -0.457 -0.204 -0.300
H -1.541060 -0.707095 3.624681 -0.081 -0.071 0.453
C -1.093740 -0.917695 -0.673089 -0.718 0.162 0.183
C -0.152720 -1.267585 0.452991 -0.105 -0.713 -1.174
C -0.185590 -2.763445 0.762081 0.331 0.963 0.375
O 1.115150 -0.859295 -0.007369 0.098 -0.156 -0.313
H -2.097090 -1.264995 -0.426569 -0.269 0.311 -0.008
H -0.871290 -1.369845 -1.639619 0.493 -0.182 0.128
H -1.038480 0.164395 -0.791959 -0.378 0.093 -0.159
H -0.459210 -0.692915 1.327011 0.094 0.071 0.267
H -1.162240 -3.005925 1.180941 0.007 -0.381 -0.192
H 0.575550 -2.964695 1.515921 -0.065 -0.179 0.098
H 0.073190 -3.318995 -0.139309 -0.295 -0.065 0.046
H 1.611230 -0.508045 0.735691 0.806 0.346 0.612
```
Forces are in eV/Å.

ΔE to the lowest compared entry with this formula, charge and spin = 146.4 kJ/mol
LUMO level = 0.611 eV
Frontier orbital gap = 0.342 Ha
Structure (SMILES) = COCCNCCOC.COCCNCCOC.COCCNCCOC.COCCNCCOC.COCCNCCOC.CC(C)O

Record 2
ORCA calculation (ωB97M-V/def2-TZVPD) on C4F12KN2O8S4 as an isolated structure in a non-equilibrium geometry.

Geometry as XYZ:
```
31
Properties=species:S:1:pos:R:3:forces:R:3
K -1.083954 -1.395673 1.277141 0.360 0.077 -0.454
C 3.105678 0.141950 0.742568 -0.126 -0.445 -0.115
F 2.153587 0.590429 -0.067201 0.172 0.067 -0.105
F 3.861938 -0.746444 0.081961 0.007 0.298 0.024
F 3.866623 1.147982 1.150273 -0.067 -0.134 -0.198
S 2.341765 -0.741073 2.185453 -0.555 0.356 0.886
O 2.068109 -2.084150 1.787449 -0.536 -0.243 -0.654
O 3.260300 -0.554207 3.265214 0.190 0.199 -0.007
N 0.921897 0.039930 2.401311 1.248 -0.435 -0.185
S 1.084112 1.272801 3.397232 0.310 0.762 0.454
O 1.088583 0.893333 4.770348 -0.308 -0.260 0.664
O 2.010598 2.294502 3.005628 -0.001 -0.091 -0.402
C -0.548205 2.035858 3.125185 0.059 0.207 -0.169
F -0.675148 3.123255 3.892767 -0.010 -0.237 -0.178
F -0.713391 2.377780 1.850210 -0.098 0.166 -0.087
F -1.522276 1.176602 3.442844 -0.483 -0.252 0.133
C -0.731309 -2.890987 -3.264076 -0.608 0.177 0.472
F -1.382052 -2.418481 -4.317311 0.116 -0.122 -0.029
F -1.580323 -3.656666 -2.549940 0.142 -0.073 -0.238
F 0.292295 -3.631406 -3.665376 0.026 -0.224 -0.127
S -0.081094 -1.557469 -2.178798 -0.470 0.267 1.224
O 0.444417 -2.257581 -1.040210 -0.257 -0.431 0.434
O 0.851435 -0.873805 -3.008493 -0.181 0.401 -0.356
N -1.407046 -0.739553 -1.625154 1.613 -0.367 -0.906
S -1.601419 0.585628 -2.513404 -0.274 0.527 -0.332
O -0.565320 1.558453 -2.415980 0.226 0.298 0.658
O -2.069702 0.297508 -3.827084 -0.573 -0.224 -0.744
C -3.074665 1.351528 -1.653830 0.428 -0.049 0.889
F -4.206585 1.070877 -2.270459 -0.279 -0.115 -0.160
F -3.180462 0.911940 -0.370441 -0.012 0.142 -0.286
F -2.928399 2.677138 -1.607831 -0.056 -0.243 -0.107
```
Forces are in eV/Å.

Net charge = -1
ΔE to the lowest compared entry with this formula, charge and spin = 0.0 kJ/mol
LUMO level = 1.581 eV
Frontier orbital gap = 0.336 Ha

Record 3
ORCA calculation (ωB97M-V/def2-TZVPD) on a 2-piece molecular cluster, C4H4O2 overall in a non-equilibrium geometry.

Geometry as XYZ:
```
10
Properties=species:S:1:pos:R:3:forces:R:3
C -1.211242 0.357655 -0.305394 1.753 0.036 -2.879
C -0.769427 -1.030273 0.236533 0.951 2.933 -2.216
C 2.222285 2.067324 0.252649 -2.511 3.053 0.299
C 0.458652 -1.467062 0.149750 1.916 -1.563 -0.516
O 2.914221 1.221944 0.170993 2.519 -3.059 -0.296
O 1.511444 -1.988280 0.025059 -1.760 1.129 0.211
H -1.156654 0.379189 -1.490652 -0.201 -0.202 2.300
H -2.225277 0.655482 -0.068275 0.011 -0.261 0.390
H -1.267185 -1.349775 1.048468 -1.793 -1.510 2.647
H -0.476817 1.153796 -0.019127 -0.884 -0.557 0.060
```
Forces are in eV/Å.

ΔE to the lowest compared entry with this formula, charge and spin = 123.0 kJ/mol
LUMO level = 0.748 eV
Frontier orbital gap = 0.359 Ha

Record 4
ORCA calculation (ωB97M-V/def2-TZVPD) on a 2-piece molecular cluster, C2H6O4PS overall in a non-equilibrium geometry.

Geometry as XYZ:
```
14
Properties=species:S:1:pos:R:3:forces:R:3
C -1.437314 -2.201442 -0.459649 -1.437 2.264 0.626
C 1.261040 1.887386 0.128309 3.638 -0.888 -2.863
O -1.580618 1.200922 -0.458385 -0.374 0.252 -0.510
O -1.250855 0.348424 2.000488 -0.056 -0.196 -0.295
O 1.814295 -0.399906 1.278285 0.590 -0.989 0.472
O 1.504422 -0.432703 -1.223939 -0.221 0.189 0.696
P -1.148890 0.206097 0.531826 0.134 -3.095 -0.498
S 1.113141 0.048214 0.103633 -0.297 1.837 0.249
H -2.230467 -2.327909 -1.196034 -0.596 0.426 0.402
H -0.620874 -1.956341 -1.049464 2.082 -0.068 -0.702
H -1.393732 -3.067867 0.171111 0.405 -0.008 0.612
H 0.734694 2.307719 0.897332 -1.781 0.837 1.750
H 2.330981 2.352376 0.157609 -1.521 -1.478 0.048
H 0.904175 2.035024 -0.881116 -0.566 0.918 0.012
```
Forces are in eV/Å.

Net charge = -1
ΔE to the lowest compared entry with this formula, charge and spin = 214.9 kJ/mol
LUMO level (alpha / beta) = 3.624 / 3.624 eV
Frontier orbital gap (alpha / beta) = 0.295 / 0.295 Ha

Record 5
ORCA calculation (ωB97M-V/def2-TZVPD) on a 2-piece molecular cluster, CHFNO3S overall in a non-equilibrium geometry.

Geometry as XYZ:
```
8
Properties=species:S:1:pos:R:3:forces:R:3
C 0.821610 0.111879 -1.115100 0.889 0.235 -0.202
N 1.046694 0.269537 0.040399 0.241 0.896 0.749
O 1.466408 -2.334964 -1.673978 0.649 -0.067 0.042
O -0.262329 -1.533620 -3.186019 0.136 0.501 0.941
O -0.750627 -1.915028 -0.781990 0.413 0.506 -0.839
F 1.520964 1.454105 -2.174438 -1.150 -1.989 1.315
S 0.231589 -1.619410 -1.825369 -0.933 -0.082 -0.183
H 1.040374 0.046136 1.047072 -0.245 0.000 -1.822
```
Forces are in eV/Å.

Net charge = -1
ΔE to the lowest compared entry with this formula, charge and spin = 250.0 kJ/mol
LUMO level = 3.851 eV
Frontier orbital gap = 0.359 Ha